Molecular formula: C39H56AgAsBr3F6N3O21
Method: DFT, ωB97M-V/def2-TZVPD

Values from the calculation:
**Energy**: -13967.9028 Eh
**Charge**: 0
**Kohn-Sham gap**: 8.61 eV
**HOMO level**: -9.49 eV

The geometry in XYZ format:
```
130
C39H56AgAsBr3F6N3O21 (ωB97M-V/def2-TZVPD)
Ag -1.613 4.418 -0.886
As 0.367 1.044 0.106
F -0.418 2.549 -0.341
F -0.774 0.188 -0.870
F 1.186 -0.408 0.500
F 1.513 1.932 1.015
F -0.700 0.887 1.439
F 1.376 1.243 -1.281
C -0.255 -2.253 3.169
C -0.561 -3.477 3.737
C 0.306 -4.024 4.671
C 1.455 -3.334 5.002
C 1.677 -2.042 4.564
C 0.831 -1.505 3.616
N 2.447 -3.975 5.863
O 2.295 -5.144 6.135
O 3.382 -3.289 6.240
H -0.923 -1.767 2.468
H -1.464 -4.007 3.469
H 0.116 -5.001 5.092
H 2.465 -1.484 5.048
H 0.947 -0.480 3.289
C 4.195 -3.470 0.055
C 3.083 -3.351 0.881
C 2.765 -4.360 1.773
C 3.512 -5.520 1.753
C 4.664 -5.630 0.988
C 4.991 -4.615 0.108
N 3.119 -6.639 2.614
O 3.940 -7.515 2.815
O 1.995 -6.626 3.064
H 4.475 -2.601 -0.522
H 2.490 -2.448 0.854
H 1.925 -4.285 2.451
H 5.245 -6.541 1.009
H 5.815 -4.729 -0.584
C -3.605 -1.296 -0.410
C -3.838 -0.105 0.256
C -5.086 0.179 0.793
C -6.100 -0.744 0.625
C -5.886 -1.948 -0.016
C -4.631 -2.226 -0.536
N -7.425 -0.452 1.186
O -8.364 -1.087 0.754
O -7.504 0.407 2.042
H -2.613 -1.471 -0.805
H -3.066 0.650 0.316
H -5.233 1.141 1.262
H -6.665 -2.696 -0.050
H -4.462 -3.190 -0.997
C -5.706 6.808 1.292
C -4.401 6.036 1.184
O -4.272 5.190 2.323
C -3.496 4.125 2.204
O -2.836 3.836 1.227
O -3.540 3.446 3.321
C -2.745 2.261 3.370
H -6.536 6.107 1.365
H -5.826 7.388 0.378
H -5.705 7.459 2.163
H -3.548 6.717 1.121
H -4.426 5.473 0.247
H -1.685 2.520 3.326
H -2.883 1.639 2.484
H -3.016 1.703 4.254
C -3.690 6.313 -6.173
C -3.728 5.377 -4.985
O -2.879 4.257 -5.250
C -2.426 3.593 -4.201
O -2.604 3.888 -3.037
O -1.728 2.560 -4.604
C -1.151 1.741 -3.566
H -3.983 5.828 -7.102
H -2.661 6.658 -6.302
H -4.334 7.168 -5.977
H -4.747 5.021 -4.800
H -3.436 5.888 -4.069
H -1.933 1.248 -2.993
H -0.452 2.314 -2.964
H -0.622 0.950 -4.095
C 4.218 0.745 0.159
C 5.095 0.903 1.370
O 5.750 -0.339 1.674
C 7.021 -0.475 1.325
O 7.669 0.306 0.684
O 7.447 -1.651 1.777
C 8.837 -1.902 1.569
H 4.794 0.514 -0.735
H 3.631 1.640 -0.043
H 3.437 0.008 0.334
H 4.461 1.035 2.247
H 5.796 1.728 1.276
H 9.039 -1.932 0.499
H 9.040 -2.877 2.002
H 9.452 -1.158 2.070
C 3.705 4.838 -0.958
C 2.848 3.769 -1.600
O 2.381 4.232 -2.891
C 1.275 4.925 -2.963
O 0.448 5.098 -2.090
O 1.175 5.432 -4.181
C 0.054 6.273 -4.445
H 4.136 4.539 -0.009
H 3.129 5.764 -0.869
H 4.512 5.110 -1.647
H 1.977 3.528 -0.997
H 3.412 2.857 -1.793
H -0.205 6.864 -3.573
H -0.767 5.634 -4.783
H 0.311 6.901 -5.293
C -2.789 -8.518 -0.810
C -2.427 -7.413 0.167
O -2.200 -6.207 -0.592
C -1.475 -5.273 0.030
O -1.030 -5.361 1.141
O -1.337 -4.241 -0.797
C -0.699 -3.065 -0.263
H -2.149 -8.513 -1.691
H -3.845 -8.504 -1.071
H -2.591 -9.487 -0.342
H -1.525 -7.682 0.708
H -3.255 -7.197 0.840
H -0.829 -2.296 -1.007
H 0.318 -3.297 0.050
H -1.206 -2.784 0.663
C 2.398 -0.920 -3.758
Br 2.447 -1.499 -5.595
Br 3.733 0.458 -3.523
Br 2.559 -2.435 -2.586
H 1.430 -0.495 -3.545
```